(1)
DFT (ωB97M-V with the def2-TZVPD basis set) results for a structure of composition C6H18LiN4.

Its net charge is +1. The LUMO energy comes out at -2.5835 eV.

Geometry as XYZ:
```
29
C6H18LiN4 (ωB97M-V with the def2-TZVPD basis set)
Li 0.104 0.220 -1.271
N 1.893 -0.773 -1.328
C 1.768 -1.620 -0.116
C 1.283 -0.776 1.058
N 0.094 0.032 0.730
C 0.139 1.421 1.226
C -0.574 2.364 0.270
N 0.034 2.258 -1.080
C -1.188 -0.626 1.037
C -1.683 -1.523 -0.087
N -1.692 -0.769 -1.365
H 2.111 -1.352 -2.132
H 2.690 -0.150 -1.228
H 2.703 -2.109 0.164
H 1.062 -2.417 -0.349
H 2.083 -0.090 1.344
H 1.109 -1.419 1.927
H 1.187 1.717 1.302
H -0.284 1.520 2.232
H -0.553 3.378 0.673
H -1.627 2.091 0.178
H 0.949 2.699 -1.072
H -0.510 2.793 -1.749
H -1.931 0.157 1.210
H -1.128 -1.199 1.969
H -2.665 -1.920 0.180
H -1.029 -2.384 -0.218
H -2.476 -0.123 -1.369
H -1.870 -1.401 -2.138
```

(2)
DFT (ωB97M-V with the def2-TZVPD basis set) results for a cluster of 2 separate species, C6H18N in total at a distorted geometry.

Its net charge is +1. The LUMO energy comes out at -3.6388 eV. The calculation puts the energy relative to the best compared isomer or geometry (same formula, charge and spin) at 27.9 kJ/mol.

Geometry as XYZ:
```
25
C6H18N (ωB97M-V with the def2-TZVPD basis set)
C -1.448 -2.266 1.126
N -0.151 -2.742 0.540
C 0.557 -1.647 -0.239
H -2.008 -3.126 1.476
H -1.197 -1.610 1.956
H -1.968 -1.686 0.370
H -0.238 -3.529 -0.108
H 0.432 -3.084 1.303
H 0.046 -1.486 -1.179
H 1.572 -1.985 -0.424
H 0.532 -0.790 0.423
C 1.707 2.228 0.884
C -1.146 1.248 -1.630
C -0.486 1.680 -0.315
C 1.023 1.880 -0.434
H 1.303 3.146 1.310
H 2.776 2.361 0.728
H 1.566 1.411 1.597
H -2.215 1.090 -1.507
H -0.678 0.355 -2.051
H -0.986 2.025 -2.378
H -0.749 0.992 0.496
H -0.918 2.646 -0.039
H 1.504 0.980 -0.848
H 1.198 2.633 -1.204
```

(3)
DFT (ωB97M-V with the def2-TZVPD basis set) results for a structure of composition C6H18N3 at a distorted geometry.

Its net charge is +1. The LUMO energy comes out at -2.8903 eV. The calculation puts the energy relative to the best compared isomer or geometry (same formula, charge and spin) at 161.6 kJ/mol.

Geometry as XYZ:
```
27
C6H18N3 (ωB97M-V with the def2-TZVPD basis set)
C 0.695 1.875 0.808
C 1.947 -0.269 0.695
C 1.256 0.890 -1.415
C -1.721 0.640 -0.322
C 0.841 0.563 0.036
C -0.481 -0.192 -0.079
N -1.052 -0.895 1.532
N -0.405 -1.301 -0.851
N -1.563 -2.091 -1.036
H 0.064 2.583 0.280
H 1.677 2.329 0.917
H 0.294 1.714 1.805
H 1.973 -1.299 0.347
H 1.845 -0.269 1.777
H 2.908 0.176 0.456
H 1.605 0.005 -1.940
H 0.432 1.313 -1.979
H 2.061 1.617 -1.407
H -2.593 -0.002 -0.418
H -1.613 1.193 -1.248
H -1.886 1.356 0.475
H -1.392 -0.174 2.163
H -0.316 -1.430 1.990
H 0.491 -1.752 -0.972
H -1.814 -1.499 1.234
H -1.357 -3.069 -0.855
H -1.897 -2.014 -1.995
```

(4)
DFT (ωB97M-V with the def2-TZVPD basis set) results for the ion C6H18N3 with charge +1 at a distorted geometry.

Its net charge is +1. The LUMO energy comes out at -2.5571 eV. The calculation puts the energy relative to the best compared isomer or geometry (same formula, charge and spin) at 286.9 kJ/mol. Its SMILES is CC(C)[N+](C)(C)C(N)N.

Geometry as XYZ:
```
27
C6H18N3 (ωB97M-V with the def2-TZVPD basis set)
C 1.566 -0.892 1.182
C -0.663 -1.121 2.035
C -0.610 -1.277 -0.976
C -1.527 0.828 -0.381
C 0.169 -0.173 1.151
C 0.833 0.914 -1.228
N 0.276 1.149 -2.460
N 0.970 2.099 -0.474
N -0.309 -0.005 -0.261
H 1.427 -1.882 0.850
H 2.277 -0.301 0.567
H 1.991 -1.090 2.246
H -1.673 -0.780 2.159
H -0.261 -1.169 3.082
H -0.596 -2.083 1.796
H -1.661 -1.424 -1.021
H -0.168 -1.096 -1.922
H -0.165 -2.218 -0.707
H -1.019 1.768 -0.244
H -1.813 0.748 -1.365
H -2.227 0.563 0.334
H 0.178 0.938 1.564
H 1.704 0.286 -1.358
H 0.029 0.283 -3.053
H -0.336 1.884 -2.768
H 0.878 2.980 -1.010
H 1.794 2.186 0.161
```

(5)
DFT (ωB97M-V with the def2-TZVPD basis set) results for a cluster of 2 separate species, C6H18NO in total at a distorted geometry.

Its net charge is +1. The LUMO energy comes out at -3.5576 eV. The calculation puts the energy relative to the best compared isomer or geometry (same formula, charge and spin) at 101.4 kJ/mol.

Geometry as XYZ:
```
26
C6H18NO (ωB97M-V with the def2-TZVPD basis set)
C 1.499 0.640 1.257
C 0.163 0.557 0.520
C -0.103 -0.859 0.028
C -0.554 -1.794 1.193
C -1.988 -1.379 1.705
C -3.072 -1.225 0.626
N 0.045 1.594 -0.596
H 2.258 0.543 0.474
H 1.561 -0.170 1.958
H 1.694 1.662 1.572
H -0.645 0.860 1.181
H 0.718 -1.292 -0.555
H -0.941 -0.854 -0.674
H -0.476 -2.798 0.796
H 0.102 -1.700 2.056
H -1.839 -0.452 2.272
H -2.343 -1.971 2.568
H -2.869 -0.504 -0.163
H -3.219 -2.198 0.157
H -3.998 -1.157 1.213
H 0.311 2.523 -0.221
H -0.900 1.815 -0.907
H 0.743 1.501 -1.339
H 4.204 1.841 -4.187
H 2.690 1.999 -4.328
O 3.376 1.730 -3.722
```

(6)
DFT (ωB97M-V with the def2-TZVPD basis set) results for a cluster of 4 separate species, C6H18NO4 in total at a distorted geometry.

Its net charge is +1. The LUMO energy comes out at -3.9590 eV. The calculation puts the energy relative to the best compared isomer or geometry (same formula, charge and spin) at 174.7 kJ/mol.

Geometry as XYZ:
```
29
C6H18NO4 (ωB97M-V with the def2-TZVPD basis set)
C 1.785 0.763 1.321
O 0.750 -0.076 0.930
C 2.907 0.701 0.239
C 2.499 1.066 -1.299
C 1.228 0.350 -1.408
C 0.002 0.647 -1.713
N -1.104 -0.281 -1.714
C -2.314 -0.132 -2.100
H 1.505 1.790 1.521
H 2.182 0.408 2.234
H 0.127 -0.007 1.568
H 3.305 -0.322 0.175
H 3.605 1.452 0.575
H 2.592 2.208 -1.461
H 3.286 0.845 -1.968
H 1.129 -0.716 -1.148
H -0.445 1.646 -2.043
H -0.748 -1.311 -1.494
H -3.053 -1.074 -2.037
H -2.682 0.822 -2.321
H 0.124 -2.620 0.563
H -1.143 -3.272 0.260
O -0.628 -2.507 0.087
H -1.343 0.834 3.830
H -2.097 1.301 2.567
O -1.540 0.646 2.905
H -1.614 -0.228 1.321
H -2.483 -1.382 0.973
O -2.477 -0.410 0.908
```

(7)
DFT (ωB97M-V with the def2-TZVPD basis set) results for a cluster of 3 separate species, C6H18O2 in total at a distorted geometry.

Its net charge is 0. The LUMO energy comes out at 0.3248 eV. The calculation puts the energy relative to the best compared isomer or geometry (same formula, charge and spin) at 111.2 kJ/mol. Its SMILES is CCCC(C)C.O.O.

Geometry as XYZ:
```
26
C6H18O2 (ωB97M-V with the def2-TZVPD basis set)
C -1.518 1.832 -0.811
C -1.948 1.122 0.466
C -0.871 0.109 0.946
C -1.404 -1.188 1.592
C -0.267 -2.010 2.188
C -2.364 -1.016 2.823
H -2.265 2.577 -1.109
H -0.540 2.375 -0.529
H -1.125 1.149 -1.654
H -2.846 0.557 0.228
H -2.183 1.919 1.172
H 0.015 0.517 1.551
H -0.410 -0.376 0.095
H -1.865 -1.866 0.819
H 0.097 -1.833 3.205
H 0.624 -2.062 1.358
H -0.477 -3.078 2.262
H -1.987 -0.123 3.366
H -3.346 -0.836 2.385
H -2.357 -1.779 3.612
H 3.935 2.187 -3.767
H 4.664 3.495 -3.661
O 4.773 2.596 -3.993
H 5.203 -1.059 -4.478
H 3.793 -1.436 -3.939
O 4.668 -1.771 -4.129
```

(8)
DFT (ωB97M-V with the def2-TZVPD basis set) results for a structure of composition C6H18O2Si2.

Its net charge is 0. The LUMO energy comes out at 0.9191 eV. The calculation puts the energy relative to the best compared isomer or geometry (same formula, charge and spin) at 0.0 kJ/mol.

Geometry as XYZ:
```
28
C6H18O2Si2 (ωB97M-V with the def2-TZVPD basis set)
C -0.253 1.268 -1.543
C -1.337 0.384 -0.923
C -2.656 0.636 -1.661
C -1.533 0.577 0.596
C -1.135 1.963 1.099
C -0.841 -0.509 1.452
O 0.117 -1.300 0.759
Si 1.710 -0.961 0.794
O 2.525 -2.361 1.018
Si 3.910 -2.752 0.209
H -0.044 0.921 -2.553
H 0.683 1.245 -0.986
H -0.588 2.303 -1.614
H -1.050 -0.649 -1.108
H -2.993 1.658 -1.486
H -3.431 -0.049 -1.321
H -2.530 0.493 -2.732
H -2.601 0.467 0.784
H -1.558 2.761 0.495
H -1.477 2.092 2.125
H -0.050 2.074 1.114
H -1.590 -1.196 1.842
H -0.374 -0.035 2.319
H 2.130 -0.375 -0.496
H 1.998 -0.030 1.902
H 3.598 -3.389 -1.087
H 4.664 -3.706 1.040
H 4.704 -1.530 -0.037
```

What are the gap between HOMO and LUMO values for these records? In order: 10.39; 10.73; 10.87; 11.55; 10.89; 8.90; 10.98; 11.39 eV.